1.
Here is a gas-phase ion, C6H15NO5P (charge +1) at a distorted geometry from OMol25. Energies are from wB97M-V/def2-TZVPD.

* molar mass: 212.2 g mol⁻¹
* frontier orbital gap (spin up / spin down): 7.2 / 6.7 eV
* total charge: +1
* HOMO energy (spin up / spin down): -10.51 / -13.79 eV
* energy: -1009.510874 Ha
* 2S+1: 3
* largest force on an atom: 5.79 eV Å⁻¹

```
28
C6H15NO5P, DFT wB97M-V/def2-TZVPD
C -2.2637 0.6027 1.1645
C -0.4979 -2.1377 -2.3278
C 2.5554 0.0952 -0.5924
C 0.3363 3.3851 1.5618
C -1.5509 -1.2116 -0.3985
C -1.0858 -0.2594 0.7998
N -0.6614 -0.9066 2.0487
O -2.6122 0.6255 2.3262
O -0.1760 1.5558 -1.1373
O -0.3798 -1.4252 -1.0996
O 1.5811 0.2119 0.4440
O 0.1151 1.8805 1.5197
P 0.1595 1.0294 0.1811
H -2.7338 1.2479 0.3827
H 0.5547 -2.5822 -2.5349
H -1.0738 -1.5713 -3.0223
H -1.0756 -3.1128 -2.3030
H 3.4845 0.0172 0.0013
H 2.6548 0.8727 -1.2317
H 2.4328 -0.9572 -1.0622
H 1.4302 3.4456 1.2027
H 0.1682 3.8550 2.5730
H -0.3257 3.8661 0.7592
H -2.3363 -0.7509 -1.1610
H -1.9772 -2.0678 -0.0001
H -0.5763 -1.9718 1.9695
H -1.4494 -0.9200 2.6426
H 0.0829 -0.4447 2.5201
```

Here are the natural (NBO) charges for atoms 1 to 6, given in e: -0.062 -0.274 -0.245 -0.262 -0.044 -0.264

2.
Here is 2 unconnected molecules or ions with the total composition C6H15NO6P at a distorted geometry from OMol25. Energies are from wB97M-V/def2-TZVPD.

* molar mass: 228.2 g mol⁻¹
* frontier orbital gap: 7.9 eV
* total charge: -1
* HOMO energy: -4.80 eV
* energy: -1085.236346 Ha
* largest force on an atom: 5.42 eV Å⁻¹

```
29
C6H15NO6P, DFT wB97M-V/def2-TZVPD
C -0.7394 2.1288 -0.3885
C -0.1140 -1.1784 1.2644
C 1.4163 0.7238 1.1511
C 0.2164 -2.3989 0.4118
C 2.4259 1.1991 -0.0109
C -0.7819 0.7459 -0.0546
N 0.2046 0.0946 0.6769
O -3.1516 1.0430 -1.0986
O -2.4226 -1.3005 -0.6738
O -2.7662 0.2676 1.4210
O -0.1884 -2.3030 -0.8943
O 2.9787 0.1199 -0.5926
O -0.1054 -0.0317 -2.2495
P -2.5112 0.1038 -0.1111
H -1.1397 2.0747 -1.4326
H 0.1680 2.6435 -0.3122
H -1.5877 2.6574 0.2609
H 0.4410 -1.3790 2.1663
H -1.2329 -1.2509 1.4636
H 1.2442 1.5565 1.7724
H 1.9698 -0.0893 1.7261
H 1.2660 -2.6470 0.6742
H -0.4222 -3.2286 0.8216
H 1.7827 1.7718 -0.6884
H 3.1323 1.8443 0.3923
H -1.1567 -2.1117 -0.6871
H -0.0601 -0.8777 -1.8596
H 2.2265 -0.2556 -1.1514
H -1.0925 0.0776 -1.9974
```

Here are the natural (NBO) charges for atoms 1 to 6, given in e: -0.770 -0.279 -0.241 -0.064 -0.051 0.191

3.
Here is 2 unconnected molecules or ions with the total composition C6H15NOSi at a distorted geometry from OMol25. Energies are from wB97M-V/def2-TZVPD.

* molar mass: 145.3 g mol⁻¹
* relative energy (zero: lowest compared OMol25 entry of this formula, charge and spin): 4.724 eV
* frontier orbital gap (spin up / spin down): 7.1 / 8.3 eV
* HOMO energy (spin up / spin down): -8.71 / -9.37 eV
* energy: -656.961951 Ha
* largest force on an atom: 5.19 eV Å⁻¹

```
24
C6H15NOSi, DFT wB97M-V/def2-TZVPD
C 0.9851 -1.8840 1.9785
C 3.0650 -0.6071 0.9667
C -2.4053 -0.6016 -1.2111
C -0.8581 1.5111 -2.1828
C -1.2518 1.5951 0.7860
C 1.8089 -0.7067 1.7022
N 0.5272 -0.5505 -0.6741
O 1.3132 -2.9905 1.5973
Si -0.8516 0.4049 -0.6052
H -0.0056 -1.8269 2.4223
H 3.5071 -1.4648 0.6306
H 2.9083 0.1680 0.1402
H 3.7610 -0.0462 1.6409
H -2.2800 -1.6586 -1.1749
H -3.3325 -0.2792 -0.6338
H -2.6466 -0.4743 -2.2615
H 0.2375 1.7866 -2.3861
H -1.1978 0.9795 -3.1173
H -1.4961 2.3673 -1.9105
H -1.6461 2.5626 0.5452
H -1.8560 1.2525 1.5368
H -0.2628 1.6582 1.2143
H 1.4663 0.3003 1.9889
H 0.5107 -1.4956 -0.9926
```

Here are the natural (NBO) charges for atoms 1 to 6, given in e: 0.268 -0.682 -1.103 -1.068 -1.089 -0.048

4.
Here is C6H15NS in the gas phase at a distorted geometry from OMol25. Energies are from wB97M-V/def2-TZVPD.

* molar mass: 133.3 g mol⁻¹
* relative energy (zero: lowest compared OMol25 entry of this formula, charge and spin): 2.100 eV
* frontier orbital gap: 9.8 eV
* HOMO energy: -8.83 eV
* energy: -690.464262 Ha
* largest force on an atom: 6.18 eV Å⁻¹

```
23
C6H15NS, DFT wB97M-V/def2-TZVPD
C -0.5525 0.2116 -0.3347
N -0.4309 0.7642 0.9395
C 0.3843 2.0187 0.7405
C 1.0043 2.5168 2.0161
S 2.6095 3.4275 1.7079
C -1.5311 -1.1569 -0.3928
C -0.0842 -2.6232 -2.1127
C -0.7982 -2.5276 -0.7821
H -1.2120 0.9602 -0.8301
H 0.3081 0.1988 -1.0058
H -0.0615 -0.0290 1.5395
H 1.1020 1.8998 -0.0969
H -0.2645 2.7477 0.2805
H 0.4585 3.3035 2.5184
H 1.1110 1.6796 2.6995
H 3.5963 2.5269 1.6733
H -2.3610 -0.8276 -0.9861
H -2.0313 -1.2133 0.5797
H 0.5823 -3.3534 -2.1596
H -0.8140 -2.7882 -2.9335
H 0.5174 -1.6294 -2.4166
H -1.5720 -3.3650 -0.5907
H 0.0394 -2.7416 -0.0533
```

Here are the natural (NBO) charges for atoms 1 to 6, given in e: -0.215 -0.626 -0.244 -0.487 -0.085 -0.405

5.
Here is 2 unconnected molecules or ions with the total composition C6H15NS at a distorted geometry from OMol25. Energies are from wB97M-V/def2-TZVPD.

* molar mass: 133.3 g mol⁻¹
* relative energy (zero: lowest compared OMol25 entry of this formula, charge and spin): 0.786 eV
* frontier orbital gap: 10.0 eV
* HOMO energy: -9.03 eV
* energy: -690.512557 Ha
* largest force on an atom: 1.06 eV Å⁻¹

```
23
C6H15NS, DFT wB97M-V/def2-TZVPD
C 0.1151 -3.1165 -1.6520
C 0.7352 -2.7044 -0.3370
C 1.2285 -1.4940 -0.0948
C 1.8267 -1.1078 1.2350
H -0.0098 -2.2345 -2.2745
H 0.7231 -3.8780 -2.1346
H -0.8691 -3.5370 -1.4424
H 0.8192 -3.4698 0.4287
H 1.1716 -0.7229 -0.8547
H 1.7067 -1.9304 1.9344
H 2.8764 -0.8287 1.1427
H 1.3032 -0.2247 1.6102
C -1.4306 1.7492 0.4332
C -0.5240 2.9532 0.3533
S -1.2909 4.2714 1.3388
N -1.1332 0.8323 -0.6833
H -1.2864 1.2241 1.3771
H -2.4873 2.0275 0.3952
H 0.4612 2.7089 0.7468
H -0.3842 3.2816 -0.6731
H -0.4787 5.3032 1.0677
H -1.3433 -0.1354 -0.4490
H -1.7294 1.0326 -1.4676
```

Here are the natural (NBO) charges for atoms 1 to 6, given in e: -0.638 -0.195 -0.188 -0.636 0.210 0.215

6.
Here is 2 unconnected molecules or ions with the total composition C6H15NS from OMol25. Energies are from wB97M-V/def2-TZVPD.

* molar mass: 133.3 g mol⁻¹
* relative energy (zero: lowest compared OMol25 entry of this formula, charge and spin): 0.537 eV
* frontier orbital gap: 9.2 eV
* HOMO energy: -8.30 eV
* energy: -690.521706 Ha
* largest force on an atom: 0.94 eV Å⁻¹

```
23
C6H15NS, DFT wB97M-V/def2-TZVPD
N 1.6568 0.6197 1.5443
C 1.7635 -0.7786 1.9712
C 1.9055 0.5565 0.1010
C 0.9156 -1.5103 0.9221
C 1.0114 -0.6109 -0.3379
H 2.3475 1.2136 2.0207
H 2.8063 -1.1487 1.9395
H 1.3916 -0.9083 3.0058
H 1.6494 1.5153 -0.3893
H 2.9637 0.3308 -0.1330
H 1.2858 -2.5378 0.7413
H -0.1341 -1.5863 1.2652
H 0.0094 -0.2375 -0.6245
H 1.4342 -1.1442 -1.2109
S 2.6540 2.8259 3.2014
C 1.3985 1.9847 4.1803
C 1.5667 3.5687 1.9735
H 1.9053 1.4585 5.0066
H 0.8462 1.2442 3.5777
H 0.6756 2.6990 4.6090
H 1.0115 2.8008 1.4090
H 0.8408 4.2557 2.4402
H 2.1902 4.1424 1.2674
```

Here are the natural (NBO) charges for atoms 1 to 6, given in e: -0.685 -0.227 -0.227 -0.413 -0.413 0.374

7.
Here is C6H15NS in the gas phase at a distorted geometry from OMol25. Energies are from wB97M-V/def2-TZVPD.

* molar mass: 133.3 g mol⁻¹
* relative energy (zero: lowest compared OMol25 entry of this formula, charge and spin): 0.827 eV
* frontier orbital gap: 9.4 eV
* HOMO energy: -8.52 eV
* energy: -690.511037 Ha
* largest force on an atom: 2.60 eV Å⁻¹

```
23
C6H15NS, DFT wB97M-V/def2-TZVPD
C -1.3815 -0.7245 1.0461
C -2.3265 0.0028 2.0028
S -1.6196 1.0872 3.2940
N -1.1614 -0.0131 -0.2094
C -0.1348 -0.5134 -1.0639
C 1.3245 -0.0715 -0.7926
C 1.5096 1.4255 -0.9360
C 2.3166 -0.9151 -1.5690
H -0.4348 -1.0551 1.4909
H -1.9748 -1.6005 0.7772
H -2.9425 -0.7789 2.4318
H -2.9021 0.6895 1.4146
H -2.8060 1.5011 3.7528
H -1.1150 0.9861 -0.0692
H -0.3057 -0.1268 -2.0851
H -0.2204 -1.5705 -1.3280
H 1.4191 -0.2589 0.2884
H 1.3898 1.7366 -1.9848
H 2.5764 1.6765 -0.8673
H 0.9960 2.0579 -0.2178
H 2.9754 -0.3524 -2.2348
H 2.9444 -1.5039 -0.9238
H 1.8734 -1.6787 -2.2168
```

Here are the natural (NBO) charges for atoms 1 to 6, given in e: -0.221 -0.512 -0.061 -0.639 -0.213 -0.247

8.
Here is C6H15NS in the gas phase at a distorted geometry from OMol25. Energies are from wB97M-V/def2-TZVPD.

* molar mass: 133.3 g mol⁻¹
* relative energy (zero: lowest compared OMol25 entry of this formula, charge and spin): 0.909 eV
* frontier orbital gap: 9.2 eV
* HOMO energy: -8.33 eV
* energy: -690.508014 Ha
* largest force on an atom: 1.95 eV Å⁻¹

```
23
C6H15NS, DFT wB97M-V/def2-TZVPD
C -0.7358 0.4005 -1.5184
C -0.2863 1.2768 -2.6998
S 1.2586 0.7294 -3.4390
C 0.3841 0.0021 -0.5740
N -0.1415 -0.3538 0.7326
C 0.8489 -0.4354 1.7865
C 0.3080 0.0593 3.1271
C -0.9938 -1.5308 0.7263
H -1.3589 -0.4226 -1.8643
H -1.3863 1.0330 -0.9097
H -1.1387 1.3307 -3.3832
H -0.1504 2.2952 -2.3542
H 1.3810 1.7495 -4.2731
H 1.0018 -0.8077 -0.9935
H 1.0801 0.8232 -0.3842
H 1.2789 -1.4331 1.9539
H 1.8018 0.0647 1.5964
H 0.5008 1.1323 3.2549
H -0.7600 0.0419 3.3529
H 0.8612 -0.4314 3.9364
H -1.1141 -2.0288 1.6781
H -1.9666 -1.2586 0.3112
H -0.6725 -2.2363 -0.0628
```

Here are the natural (NBO) charges for atoms 1 to 6, given in e: -0.421 -0.515 -0.038 -0.215 -0.452 -0.223

9.
Here is a molecular structure, C6H15NaO6 at a distorted geometry from OMol25. Energies are from wB97M-V/def2-TZVPD.

* molar mass: 206.2 g mol⁻¹
* relative energy (zero: lowest compared OMol25 entry of this formula, charge and spin): 0.000 eV
* frontier orbital gap: 4.0 eV
* total charge: -2
* HOMO energy: 0.26 eV
* energy: -851.222564 Ha
* largest force on an atom: 1.91 eV Å⁻¹

```
28
C6H15NaO6, DFT wB97M-V/def2-TZVPD
Na -0.9815 -0.2216 0.1133
C -2.6208 1.0602 2.9213
O -2.6994 0.9073 1.5862
H -1.9180 0.3284 3.4127
H -2.2982 2.0834 3.2721
H -3.6193 0.8866 3.4133
C -1.2954 1.9944 -2.2194
O -1.9336 0.8275 -2.1050
H -1.9678 2.8977 -2.2479
H -0.6074 2.2443 -1.3446
H -0.6326 2.0544 -3.1425
C -1.5559 -3.5211 0.5196
O -1.9911 -2.4038 -0.0423
H -1.6730 -4.4266 -0.1464
H -0.4651 -3.5543 0.8386
H -2.1095 -3.7827 1.4690
C 2.1051 1.2974 -2.5528
O 3.0164 0.8922 -1.5161
C 2.4163 0.2141 -0.5364
O 1.2701 -0.1276 -0.5432
O 3.2848 -0.0106 0.4505
C 2.7703 -0.8203 1.4978
H 1.3891 0.5200 -2.8174
H 2.7185 1.5686 -3.4070
H 1.4902 2.1409 -2.2345
H 1.9263 -0.3263 1.9856
H 3.5580 -0.9341 2.2371
H 2.4235 -1.7885 1.1382
```

Here are the natural (NBO) charges for atoms 1 to 6, given in e: 0.917 -0.187 -0.961 0.060 0.053 0.067

10.
Here is 2 unconnected molecules or ions with the total composition C6H15O2 at a distorted geometry from OMol25. Energies are from wB97M-V/def2-TZVPD.

* molar mass: 119.2 g mol⁻¹
* relative energy (zero: lowest compared OMol25 entry of this formula, charge and spin): 1.325 eV
* frontier orbital gap: 6.4 eV
* total charge: -1
* HOMO energy: -2.61 eV
* energy: -388.047876 Ha
* largest force on an atom: 2.89 eV Å⁻¹

```
23
C6H15O2, DFT wB97M-V/def2-TZVPD
C -0.1882 2.3624 -0.9454
O 1.0667 2.3912 -0.3601
C -0.8007 0.9569 -1.3377
C 0.1511 -0.1390 -0.8552
C -0.5393 -1.4002 -0.3495
C 0.6177 -2.3721 0.1440
C -1.3353 -1.0952 0.9398
H -0.1338 3.0418 -1.8430
H -0.8528 2.8614 -0.2227
H -1.6358 0.8689 -0.6053
H -1.3413 0.9192 -2.3067
H 0.8818 0.4187 -0.2148
H 0.8859 -0.3529 -1.6884
H -1.0181 -1.8585 -1.2364
H 0.1161 -3.0127 0.8620
H 1.5232 -1.9289 0.4999
H 0.8846 -2.9940 -0.7297
H -1.6136 -2.0358 1.4237
H -2.1550 -0.3979 0.8398
H -0.6144 -0.5765 1.5994
H 2.2314 0.7055 2.0823
H 1.6769 2.0571 1.8110
O 2.1930 1.5805 2.4930
```

Here are the natural (NBO) charges for atoms 1 to 6, given in e: -0.032 -0.991 -0.450 -0.460 -0.210 -0.604

11.
Here is 2 unconnected molecules or ions with the total composition C6H15O2 from OMol25. Energies are from wB97M-V/def2-TZVPD.

* molar mass: 119.2 g mol⁻¹
* relative energy (zero: lowest compared OMol25 entry of this formula, charge and spin): 0.104 eV
* frontier orbital gap: 7.4 eV
* total charge: -1
* HOMO energy: -3.32 eV
* energy: -388.092769 Ha
* largest force on an atom: 0.87 eV Å⁻¹

```
23
C6H15O2, DFT wB97M-V/def2-TZVPD
C -1.6360 -0.2030 1.6121
C -0.8630 1.0795 1.9600
C -1.6786 2.0105 2.8307
O -0.4641 1.7584 0.8185
H -1.0166 -0.7966 0.9368
H -2.5452 0.0336 1.0530
H -1.8826 -0.7595 2.5207
H -0.0194 0.7454 2.5996
H -1.8795 1.5737 3.8094
H -2.6123 2.3148 2.3502
H -1.1147 2.9397 2.9543
H -0.1025 1.0938 0.1392
C 1.4696 -0.8937 -0.8579
O 0.4666 0.0141 -0.7859
C 2.0523 -0.9533 -2.2975
C 0.9958 -1.4072 -3.2992
H 1.1567 -1.9341 -0.6048
H 2.3118 -0.6266 -0.1833
H 2.9389 -1.5910 -2.3770
H 2.2572 0.1016 -2.5037
H 1.3418 -1.2900 -4.3327
H 0.1264 -0.7599 -3.1806
H 0.6973 -2.4502 -3.1621
```

Here are the natural (NBO) charges for atoms 1 to 6, given in e: -0.645 0.119 -0.613 -0.787 0.253 0.189

12.
Here is 2 unconnected molecules or ions with the total composition C6H16 at a distorted geometry from OMol25. Energies are from wB97M-V/def2-TZVPD.

* molar mass: 88.2 g mol⁻¹
* relative energy (zero: lowest compared OMol25 entry of this formula, charge and spin): 0.682 eV
* frontier orbital gap: 12.0 eV
* HOMO energy: -10.89 eV
* energy: -238.171458 Ha
* largest force on an atom: 2.23 eV Å⁻¹

```
22
C6H16, DFT wB97M-V/def2-TZVPD
C -1.9204 -1.8710 -0.1206
C -2.0733 -1.2808 -1.5152
H -2.7912 -2.5057 0.0562
H -1.0213 -2.4781 -0.0234
H -1.8807 -1.1307 0.6761
H -1.8065 -1.9758 -2.3029
H -1.3478 -0.4624 -1.6719
H -2.9740 -0.6756 -1.6152
C 0.7827 0.6717 0.7010
C 1.3835 1.7645 1.5948
C 0.2618 1.3633 -0.5795
C 1.8538 -0.3744 0.2870
H -0.0260 0.1023 1.1545
H 0.6432 2.1401 2.2955
H 1.7694 2.5369 0.9239
H 1.1097 1.7087 -1.1702
H -0.2852 0.6295 -1.1828
H -0.3895 2.2009 -0.3263
H 2.4904 -0.4372 1.1661
H 1.4361 -1.3552 0.0850
H 2.4812 -0.0294 -0.5306
H 2.3043 1.4584 2.0986
```

Here are the natural (NBO) charges for atoms 1 to 6, given in e: -0.610 -0.612 0.204 0.202 0.202 0.211